No. 1
ORCA calculation (ωB97M-V/def2-TZVPD) on a 2-piece molecular cluster, C3H10N2O2S overall.

## Properties
* HOMO-LUMO gap: 9.34 eV
* spin multiplicity: 1
* SMILES: NC(=O)O.NCCS
* LUMO: 0.51 eV
* net charge: 0

Element x y z (Å)
N (-1.038, -2.084, 1.600)
C (-0.513, -2.055, 0.337)
O (0.656, -2.208, 0.099)
O (-1.423, -1.859, -0.650)
H (-1.845, -1.524, 1.816)
H (-0.340, -2.179, 2.320)
H (-2.283, -2.093, -0.307)
N (0.408, 0.815, 1.195)
C (0.713, 1.744, 0.099)
C (0.462, 1.049, -1.226)
S (0.652, 2.231, -2.599)
H (0.984, -0.008, 1.062)
H (0.718, 1.205, 2.075)
H (1.743, 2.109, 0.195)
H (0.101, 2.650, 0.132)
H (1.162, 0.224, -1.359)
H (-0.536, 0.615, -1.208)
H (0.378, 1.368, -3.581)

---

No. 2
ORCA calculation (ωB97M-V/def2-TZVPD) on C3H10N2O3 as an isolated structure at a distorted geometry.

## Properties
* HOMO-LUMO gap (spin up / spin down): 7.58 / 7.58 eV
* spin multiplicity: 1
* LUMO (spin up / spin down): -1.00 / -1.00 eV
* net charge: 0

Element x y z (Å)
C (-1.395, -0.960, 1.617)
O (-0.494, 0.654, 1.228)
O (-1.377, 1.718, 1.118)
H (-1.319, 1.971, 0.175)
H (-2.379, -0.537, 1.429)
H (-1.193, -0.891, 2.681)
H (-1.501, -2.010, 1.339)
C (2.010, 0.143, -0.382)
N (0.867, -0.550, -0.927)
C (-0.084, 0.063, -1.713)
O (0.459, -1.637, -0.243)
N (-0.125, 1.265, -2.119)
H (-0.258, -1.294, 0.562)
H (0.773, 1.742, -2.050)
H (-0.881, -0.627, -1.976)
H (1.697, 0.762, 0.470)
H (2.746, -0.592, -0.063)
H (2.454, 0.781, -1.145)